(1)
13
Properties=species:S:1:pos:R:3:forces:R:3:nbo_charge:R:1 method="wB97M-V/def2-TZVPD" largest_force_ev_per_a=9.40 lumo_energy_ev=-0.09 homo_lumo_gap_ev=7.289 charge=0
C -0.8413 -0.9537 0.5017 0.440 -3.020 1.391 0.44
C -1.3284 0.0407 -0.2473 0.527 3.723 0.480 -0.40
C -0.1554 1.0825 -0.3406 -4.140 -7.986 2.738 0.21
C 0.8736 0.3274 -0.0247 0.053 -2.333 2.578 0.31
H -2.2492 -1.9487 1.8000 4.571 -0.689 -3.454 0.48
H -2.2784 0.4817 -0.5595 -0.121 -1.135 0.535 0.24
H 0.7958 2.0877 -1.3561 0.939 0.912 -0.844 0.49
H 2.9218 0.4553 0.2693 -3.621 1.046 -3.875 0.44
H 1.0664 -1.7767 0.6642 0.196 -0.191 -0.214 0.41
N 0.5409 -0.9276 0.7196 -0.381 4.471 -2.176 -0.62
O -1.2772 -2.1385 1.1101 -5.380 1.663 2.450 -0.70
O -0.1305 2.0329 -1.1500 -0.372 4.718 -3.112 -0.64
O 1.9910 0.6321 -0.6088 7.289 -1.179 3.502 -0.66

=====

(2)
13
Properties=species:S:1:pos:R:3:forces:R:3:nbo_charge:R:1 method="wB97M-V/def2-TZVPD" smiles="NC(=O)[C@@H](O)C=C=O" largest_force_ev_per_a=1.51 lumo_energy_ev=0.53 homo_lumo_gap_ev=10.076 charge=0
C -0.5842 -0.6997 -0.1372 -0.042 0.292 -0.219 0.01
C 0.2357 0.1332 -1.1399 -0.146 -0.527 0.288 0.64
N 1.4294 0.5056 -0.6428 0.642 -0.002 0.799 -0.83
C -1.1886 0.2076 0.9016 -0.388 -1.426 -0.313 -0.58
O 0.2376 -1.6481 0.5354 0.018 0.007 0.334 -0.72
C -0.6520 1.3252 1.2778 0.306 0.829 0.237 0.74
O -0.1651 0.4163 -2.2401 -0.299 0.179 -0.526 -0.60
O -0.2012 2.3362 1.6048 0.042 0.202 0.081 -0.44
H 0.4524 -2.3738 -0.0566 -0.016 -0.066 -0.179 0.48
H -1.3858 -1.2037 -0.6903 0.168 0.162 0.028 0.21
H 1.7311 0.1547 0.2643 -0.105 0.127 -0.557 0.41
H 2.0612 1.0612 -1.1922 -0.062 0.018 -0.067 0.41
H -1.9704 -0.2147 1.5154 -0.118 0.206 0.094 0.27

=====

(3)
13
Properties=species:S:1:pos:R:3:forces:R:3:nbo_charge:R:1 method="wB97M-V/def2-TZVPD" smiles="O=C(O)C(=O)N1CC1" largest_force_ev_per_a=5.93 lumo_energy_ev=-0.64 homo_lumo_gap_ev=9.739 charge=0
C -1.6464 0.4214 -0.1547 -2.655 0.793 -0.325 0.68
C -0.5373 -0.6788 -0.5028 -1.889 -1.583 1.955 0.58
C 1.8138 -0.4048 0.2525 0.077 1.404 1.305 -0.29
C 1.0696 1.0556 -0.1008 -1.820 -1.578 2.063 -0.24
H -2.1850 -1.2916 0.1430 0.488 -2.304 -0.072 0.49
H 1.5112 -0.9511 1.3759 0.231 1.869 -3.737 0.24
H 3.0401 -0.6781 0.1323 -3.928 0.924 -0.855 0.27
H 1.2873 1.9500 -0.7256 0.869 -1.144 0.416 0.24
H 0.2442 1.3780 0.6830 2.393 -0.597 -1.300 0.23
N 0.5945 -0.1414 -0.8189 5.732 -0.472 1.461 -0.40
O -2.6432 -0.4674 0.1079 -1.816 5.412 0.548 -0.65
O -1.6985 1.6886 -0.1436 0.326 -5.507 -0.188 -0.56
O -0.8501 -1.8803 -0.2482 1.994 2.784 -1.272 -0.59

=====

Respective E_HOMO values: -7.37, -9.55, -10.38 eV.
Respective relative energy (zero: lowest compared OMol25 entry of this formula, charge and spin) values: 556.11, 101.54, 481.95 kJ/mol.
Respective E_tot values: -435.7087, -435.8818, -435.7369 Eh.